# 1
C26H56BrClO5Si2 as an isolated structure, computed with wB97M-V/def2-TZVPD.

The calculation puts the HOMO energy at -9.22 eV. As for the orbital gap: 9.843 eV. Its largest force on an atom is 0.7 eV Å⁻¹. As for the multiplicity: 1. The value obtained for the LUMO energy is 0.6 eV.

Each line ends with the Mulliken charge.
Cartesian coordinates (Å):
H 1.38885 6.00987 -0.12231  0.43
H -0.40787 3.69912 -5.19494  0.51
H 2.91156 3.15202 -0.68851  0.34
C -1.58905 -4.88085 6.69980  -0.33
O 5.04925 -2.13513 -2.53601  -0.41
H 5.85436 -0.26337 -2.21279  0.22
H 0.42745 -1.73164 3.39825  0.07
H 2.25063 -2.50707 -1.37223  0.44
C -0.37932 4.00762 -4.15331  -0.76
H 3.45866 0.79356 -0.47243  -0.32
Si -0.11056 1.34603 -1.47740  -0.88
H 0.29361 -7.00133 8.46239  0.34
H 3.72340 -2.05751 -0.50754  0.23
C 0.23013 -3.61874 2.37097  -0.59
H -2.86875 -2.80085 -1.69032  0.43
O 1.27173 0.47428 -1.78697  -0.07
O 2.50963 -3.08420 2.04984  -0.45
H 1.65266 -0.25989 0.67766  -0.12
H -3.34706 -1.66311 -0.42249  0.31
H -0.77003 -3.35659 2.02724  0.33
H 0.63366 3.82403 -3.80389  0.22
H 6.68311 -2.46598 -0.75548  0.32
H -4.66231 6.29971 -2.97838  0.24
H 0.39612 4.56678 -1.62740  -0.45
H -2.28910 -6.73181 7.63067  0.34
H 0.31878 -3.10181 4.51392  0.10
H 7.58062 -0.95028 -0.85835  0.31
H 6.64231 -1.25171 -3.45315  0.33
C 3.00640 -1.73466 -1.26437  -0.15
C 2.29379 3.60931 -1.46045  -1.64
H 3.22127 -1.96147 -3.40124  0.27
C -6.76918 4.40929 -3.25995  -0.56
H 0.29259 5.10677 0.88587  0.39
C -5.65866 3.49928 -2.75083  -0.45
H -1.06549 -1.09065 -2.34434  0.33
C 3.77975 -1.51928 -2.57716  -0.84
C -6.02597 5.24272 -4.30358  -0.61
H -7.13271 5.05030 -2.45443  0.26
C -1.38122 3.19241 -3.35161  -0.44
H -0.14240 1.50601 -3.94666  0.52
C 6.17104 -1.27366 -2.46978  -0.17
H 2.82200 4.50353 -1.79272  0.48
H -0.79227 -1.85281 -0.77178  -0.07
Si 2.31226 -0.13152 -0.63763  0.54
O -4.44924 4.25138 -2.85336  -0.31
C 0.58520 -5.03413 7.55256  -0.43
C -1.38150 -6.30046 7.21184  -0.57
Br -1.33150 0.10760 1.24190  -0.10
H -3.45284 -1.17624 -2.09942  0.36
H 0.23605 -4.67884 2.63576  0.27
C -2.86031 -1.75699 -1.39336  -1.51
C -1.44690 -1.18450 -1.32469  0.08
H -5.79613 3.19284 -1.71324  0.28
C 0.12596 2.82475 -0.35822  -1.21
H -7.61510 3.85423 -3.66214  0.33
H 2.21320 2.92916 -2.30525  0.31
H -5.57188 2.59841 -3.36959  0.26
H -5.92105 4.67783 -5.23228  0.28
C 0.70967 -2.77624 3.55041  -0.02
H 1.32351 -5.48899 6.88313  0.25
H -0.67915 -5.70739 9.17017  0.25
C -0.85468 1.75156 -3.15807  -0.75
H -3.84772 5.53000 -4.35008  0.18
Cl -0.68854 5.75058 -4.07135  -0.22
C 2.22035 -2.93096 3.44297  -0.52
H -0.88639 3.17697 -0.13599  0.60
C 1.30109 -3.32219 1.32911  0.62
H 8.01415 -2.28870 -1.90142  0.30
H -2.30197 -4.33332 7.32538  0.27
H 2.76828 -2.06777 3.82192  0.30
H -1.93781 -4.84423 5.66696  0.23
H 0.54055 2.50252 0.59942  0.71
H -1.03618 -6.94870 6.40388  0.27
C 1.19018 5.01603 0.27543  -1.70
H 2.02052 4.69890 0.90118  0.37
H 3.88516 -0.45747 -2.81465  0.31
H 1.04726 -2.42115 0.75667  -0.78
C -4.66757 5.42624 -3.63860  -0.26
C 0.94784 4.01760 -0.86757  1.59
H -1.69525 1.07120 -3.30613  0.54
H 1.46308 -4.14393 0.62941  0.37
H 1.10989 -4.38661 8.25539  0.29
H -1.61167 3.69012 -2.41536  0.20
C 7.17603 -1.77859 -1.43562  -1.11
H 2.56662 -3.82278 3.97713  0.22
O -0.31511 -4.23907 6.77860  -0.34
H -2.37522 0.69755 -0.90218  0.63
H -2.30997 3.14997 -3.91492  0.45
H -6.51057 6.18982 -4.53424  0.36
C -1.41732 0.21293 -0.70438  -0.12
C -0.26671 -6.09562 8.23678  -0.55

# 2
A 2-piece molecular cluster, C3H6NO2S2 overall, computed with wB97M-V/def2-TZVPD.

As for the charge: -1. The calculation puts the HOMO energy (alpha / beta) at -3.33 / -3.35 eV. As for the orbital gap (alpha / beta): 7.035 / 7.028 eV. Its largest force on an atom is 3.2 eV Å⁻¹. As for the multiplicity: 1. The value obtained for the LUMO energy (alpha / beta) is 3.7 / 3.7 eV.

Each line ends with the Mulliken charge.
Cartesian coordinates (Å):
H -2.66793 0.55644 1.23049  0.20
O 2.17853 1.85740 0.14381  -0.55
H -0.45170 1.63953 0.26198  0.27
N 1.30752 -0.60666 0.87138  -0.36
S 2.56667 0.46508 0.18268  0.56
O 2.50494 -0.06094 -1.37644  -0.45
H 1.82319 -0.76086 -1.27544  0.30
C -1.79420 -0.04901 0.90258  -0.51
H -1.68216 -0.84007 1.52468  0.23
H -0.95948 -1.02253 -0.95060  0.09
S 1.07139 -2.06250 -0.01440  -0.56
C -1.40340 -0.12459 -0.56949  -0.40
H -1.93081 0.40223 -1.30035  0.25
C -0.56258 0.60648 0.36911  -0.08

# 3
An isolated ion of composition C8H8Br2NO and charge +1, computed with wB97M-V/def2-TZVPD.

As for the charge: +1. The calculation puts the HOMO energy (alpha / beta) at -12.47 / -12.07 eV. As for the orbital gap (alpha / beta): 7.847 / 6.349 eV. Its largest force on an atom is 0.9 eV Å⁻¹. As for the multiplicity: 1. The value obtained for the LUMO energy (alpha / beta) is -4.6 / -5.7 eV.

Each line ends with the Mulliken charge.
Cartesian coordinates (Å):
C -2.46686 -0.09822 -0.38404  0.03
O -1.09962 -0.94139 1.15579  -0.64
H -2.14556 -1.10889 -2.19211  0.36
H 0.28627 0.10464 3.07937  0.45
C -0.01095 -0.29766 0.99280  0.72
H 3.41135 1.44056 0.48323  0.41
N -1.68571 -0.96428 -1.27892  -0.10
H -0.28259 0.28115 -2.26261  0.51
C 0.70712 0.24434 2.09509  -0.55
C -0.26545 -0.54046 -1.54083  -1.25
H 0.23354 -1.40010 -2.00213  0.50
Br -4.15041 -0.75328 0.08066  0.04
C 1.93068 0.83638 1.90808  -0.57
H 2.48631 1.20863 2.75499  0.41
C 2.44818 0.97904 0.62333  -0.44
H 2.11912 0.71281 -1.47653  0.42
C 0.51855 -0.10147 -0.32302  0.96
H -1.64705 -1.86841 -0.77112  0.43
Br -2.11271 1.72102 -0.45698  0.08
C 1.72579 0.54560 -0.48505  -0.77

# 4
An isolated ion of composition C3H4NS and charge +1, computed with wB97M-V/def2-TZVPD.

As for the charge: +1. The calculation puts the HOMO energy (alpha / beta) at -15.63 / -15.63 eV. As for the orbital gap (alpha / beta): 8.921 / 8.920 eV. Its largest force on an atom is 4.6 eV Å⁻¹. As for the multiplicity: 1. The value obtained for the LUMO energy (alpha / beta) is -6.7 / -6.7 eV.

Each line ends with the Mulliken charge.
Cartesian coordinates (Å):
H 0.52613 1.67824 1.09095  0.31
C 0.88628 -0.36153 0.05519  0.68
C 0.63416 1.05236 0.17668  -0.58
S 2.29737 0.39387 -0.10376  0.04
H -1.83300 -1.67542 0.32435  0.30
C -1.22573 -0.93856 -0.11017  -0.13
H 0.26345 1.59275 -0.65003  0.32
H -1.52188 -0.51991 -0.99524  0.32
N -0.02677 -1.22180 0.21203  -0.26

# 5
The molecule C6H9ClO2S2, computed with wB97M-V/def2-TZVPD.

The calculation puts the HOMO energy at -8.92 eV. As for the structure (SMILES): CC(=S)[C@@H]1C[C@@]1(C)S(=O)(=O)Cl. As for the orbital gap: 8.407 eV. Its largest force on an atom is 4.6 eV Å⁻¹. As for the multiplicity: 1. The value obtained for the LUMO energy is -0.5 eV.

Each line ends with the Mulliken charge.
Cartesian coordinates (Å):
H -1.29597 1.84239 -0.06038  0.39
H 1.76921 0.86405 -2.06873  0.56
H 0.53118 -0.31167 -2.14345  0.33
H -0.12452 -0.34688 1.54100  0.58
H -2.72755 -1.51845 1.30368  0.35
C -0.47210 1.58353 0.48256  -0.88
O 3.38516 1.01638 -0.06428  -0.59
C -1.37786 -0.78995 -0.03008  0.58
H -1.05919 -2.41731 1.25521  0.42
S -1.92689 -0.50121 -1.51709  -0.28
H -2.55311 -2.63080 0.13277  0.33
C -1.88896 -1.91731 0.77074  -1.36
C 0.63990 0.91103 -0.26686  1.06
O 2.20352 0.53363 1.98794  -0.53
S 2.20666 0.50968 0.59122  1.02
C -0.33468 0.10811 0.60098  -0.61
Cl 2.26825 -1.51765 0.04109  -0.22
H 0.12628 1.43948 -2.04388  0.47
C 0.77759 0.68538 -1.74048  -1.86
H -0.14692 2.45758 1.22804  0.22

# 6
C2H24O11Pd as an isolated structure, computed with wB97M-V/def2-TZVPD.

The calculation puts the HOMO energy (alpha / beta) at -9.55 / -9.47 eV. As for the expectation value of S²: 2.0099. As for the orbital gap (alpha / beta): 8.706 / 7.466 eV. Its largest force on an atom is 2.0 eV Å⁻¹. As for the multiplicity: 3. The value obtained for the LUMO energy (alpha / beta) is -0.8 / -2.0 eV.

Each line ends with the Löwdin spin population.
Cartesian coordinates (Å):
H -10.92924 -15.75358 7.10694  0.00
H -9.89731 -13.63712 9.10333  0.00
H -10.81008 -16.92428 8.32423  0.01
H -14.20618 -15.82193 8.37733  0.00
H -11.12833 -14.97234 4.44470  0.01
O -14.42394 -16.30328 9.18792  0.00
C -10.42018 -15.27073 3.66163  0.03
H -13.89308 -17.48166 4.46073  0.00
O -11.95380 -16.61073 11.07875  0.00
H -12.19409 -16.97054 7.12396  0.00
H -10.61360 -14.59198 2.82076  0.02
H -13.61966 -16.22624 9.71709  0.00
O -13.12668 -17.93919 4.82043  0.04
H -13.86671 -14.26445 5.89451  0.00
O -12.75762 -19.14414 9.16544  0.00
H -8.87322 -19.13930 9.03551  0.00
O -7.80414 -16.30408 6.35614  0.00
H -12.55790 -16.28787 11.75638  0.00
H -9.90311 -17.28632 10.36144  0.00
H -13.47406 -18.62106 5.40758  0.00
O -8.52350 -19.25842 8.14277  0.00
Pd -10.90558 -18.17827 4.51902  1.24
H -8.43720 -16.95717 10.09010  0.00
O -9.01226 -17.63798 10.45365  0.00
H -7.90086 -15.91280 5.48502  0.00
H -10.69209 -14.17169 7.92034  0.00
H -8.58556 -16.87549 6.46102  0.00
O -13.86650 -14.82975 6.67155  0.00
H -12.59081 -19.10747 10.10886  0.00
O -10.67039 -16.55432 3.16832  0.41
C -11.12054 -16.83140 7.27706  0.02
H -9.19767 -18.87203 7.56752  0.00
O -10.31598 -17.61786 6.47542  0.21
O -10.62962 -13.42111 8.51918  0.00
H -9.38860 -15.17496 4.00148  0.00
H -13.39951 -18.44045 9.00672  0.00
H -13.32610 -15.59595 6.44983  0.00
H -11.76663 -17.51792 11.33948  0.00